# 1
# C30H46Br2NO24

A cluster of 9 separate species, C30H46Br2NO24 in total in a non-equilibrium geometry (ωB97M-V with the def2-TZVPD basis set, OMol25).

The value obtained for the molecular weight is 964.489 g mol⁻¹. The electronic energy comes out at -222568.23824 eV. As for the strongest force on any atom: 5.6 eV/Å.

```
! wB97M-V def2-TZVPD RIJCOSX def2/J DEFGRID3
* xyz -1 1
Br -2.83378 3.67187 3.48101
Br -0.82916 7.66938 2.16452
O 0.33371 1.50923 -0.09631
O 2.47629 8.49542 -1.31623
O 3.15710 -5.45760 -1.71625
O -6.91974 0.02905 5.74769
O -7.92677 1.06069 -1.92808
O 4.08268 7.65133 0.12979
O 4.18850 -0.80994 -4.20986
O -1.38062 -4.27209 -4.71903
O 2.55229 6.34794 -0.60445
O 3.96520 1.22537 -3.91329
O -5.70097 -1.20578 4.23414
O 4.46312 2.12199 6.34052
O 3.08914 1.91828 4.51014
O -3.46816 -4.51955 -3.74630
O -4.76459 -0.58562 6.14413
O -6.02292 2.17401 -2.07809
O 3.82080 -7.60372 -1.85568
O -2.97960 -2.93299 -5.28263
O 1.84910 -6.91054 -0.76204
O 0.76666 -0.53511 0.17856
O 2.68281 0.34350 -5.54095
O -7.91850 3.22133 -2.80455
O 3.73953 0.05351 5.52537
O -0.73271 0.07130 -1.21100
N 0.10966 0.37619 -0.37038
C 4.54707 6.63849 2.23360
C 5.03439 -0.64641 -3.14934
C -2.68160 -3.96055 -4.52829
C -1.82427 -2.36585 -5.79418
C -5.90194 -0.60916 5.45534
C 2.25233 -4.67917 -1.03651
C -1.77825 5.37222 3.57058
C -0.70460 -3.19954 -5.25739
C -3.78290 -1.63039 2.89512
C 3.79070 1.43603 5.54818
C 3.53177 0.23409 -4.60550
C 6.35179 -1.30080 -3.50742
C -6.96065 0.16197 -1.38620
C 3.22147 5.53938 0.32961
C -4.45903 -1.90322 4.25874
C 4.82085 0.83579 -2.84192
C -1.86512 6.02475 2.19828
C 0.62956 -5.54730 0.82402
C -7.35588 2.23479 -2.30590
C 4.42843 6.40826 0.69919
C 3.04800 -0.39645 4.33636
C 2.08793 -1.54275 4.82506
C 3.01686 7.55911 -0.65122
C 1.17296 -5.67406 -0.67519
C -5.59246 0.87464 -1.62800
C 0.20284 -3.72732 -6.38690
C 3.01865 -6.76093 -1.46802
C -6.94741 -1.12431 -2.09114
C 2.42811 0.91871 3.78031
C -3.79890 -1.35156 5.55507
H 2.78275 0.97114 2.75095
H -6.63209 -1.19002 -3.13246
H 4.25243 0.91303 -1.91509
H 7.06864 -1.26307 -2.68718
H -4.62476 -2.97276 4.38809
H 1.34421 0.93902 3.89362
H 5.39982 7.26256 2.50093
H -3.39141 -2.06769 6.26865
H 6.71155 -0.85257 -4.43358
H -3.02121 -0.64652 5.26150
H -7.02934 0.03267 -0.30609
H -0.23991 -4.60162 -6.86403
H 2.62645 -4.27323 -0.09665
H 5.35235 6.10305 0.20794
H 3.68315 7.12615 2.68515
H -0.21778 -2.62753 -4.46751
H 1.36875 -1.10681 5.51847
H 0.39347 -5.70711 -1.43637
H 5.75841 1.39145 -2.85956
H -1.82367 -2.47508 -6.87870
H 1.54334 -1.99894 3.99837
H 4.51874 -1.08630 -2.29570
H 3.48018 4.57743 -0.11293
H 0.27862 -3.08864 -7.26692
H 6.43638 -2.37738 -3.65548
H -2.86965 6.23182 1.82931
H -4.95448 0.93474 -0.74626
H -0.73260 5.14084 3.77349
H 1.72534 -3.90499 -1.59419
H -2.73513 -1.93067 2.90606
H -4.13876 -2.30401 2.11558
H 1.22112 -4.02232 -6.13352
H -5.08035 0.43032 -2.48148
H 1.45559 -5.68899 1.52094
H -1.45975 5.27729 1.51631
H 4.72069 5.69409 2.74943
H -1.68741 -1.29342 -5.65542
H 3.75275 -0.76420 3.59056
H -7.96072 -1.51648 -2.00453
H 2.57889 5.45601 1.20612
H 2.65650 -2.32786 5.32350
H -6.37935 -1.82983 -1.48479
H -2.05983 6.03407 4.38959
H -3.84922 -0.62927 2.46912
H 0.13903 -4.59195 1.01053
H -0.09149 -6.30237 1.13715
*
```

Löwdin population analysis, charges in e, atoms 1 to 4:
1. Br 0.569
2. Br 0.618
3. O -0.043
4. O 0.071

# 2
# C30H46Cl2N3O6SbSi3V

A structure of composition C30H46Cl2N3O6SbSi3V (ωB97M-V with the def2-TZVPD basis set, OMol25).

The value obtained for the energy above the lowest of the compared OMol25 structures with the same formula, charge and spin is 14.7 kcal per mole. The value obtained for the molecular weight is 872.581 g mol⁻¹. The electronic energy comes out at -129520.85607 eV. As for the strongest force on any atom: 0.5 eV/Å.

```
! wB97M-V def2-TZVPD RIJCOSX def2/J DEFGRID3
* xyz 0 2
Sb -0.55400 1.24854 -1.04431
V -0.09805 -0.59656 0.97399
Cl -2.38133 -4.39646 2.62005
Cl 1.71295 -7.41081 0.88189
Si 1.59462 1.46494 -2.43073
Si -2.42752 1.36877 -2.78208
Si -0.83146 3.51694 0.12649
O 1.09374 -1.44630 -0.10231
O -0.21899 -2.21529 -1.77187
O -1.16616 -2.30097 0.82017
O -1.76540 0.06414 1.68189
O 1.35549 0.62971 1.42303
O -0.10005 -4.13510 -2.92691
N 1.63746 -0.86471 3.12298
N -2.86034 -2.14232 -1.76311
N 0.29043 -1.00412 2.83567
C 0.54291 -3.70933 -0.02039
C 0.04805 -1.98594 5.05151
C 2.10678 0.04149 2.31989
C 6.19494 1.18818 2.61729
C 5.24483 2.10478 2.19126
C 3.53014 0.43291 2.41794
C 1.24657 -4.89777 -0.01076
C -0.95678 -4.54532 1.63859
C -1.90220 -1.26730 3.61905
C -2.46491 3.07098 -3.59595
C 1.58039 0.10913 -3.73464
C 0.84336 -5.90769 0.84648
C 3.07795 1.25202 -1.30680
C -2.50969 3.45520 0.97548
C -0.51653 -1.42635 3.78368
C -0.26543 -5.74460 1.66004
C -0.55864 -3.47424 0.82149
C -0.80432 4.98273 -1.05759
C 5.81285 -0.10548 2.94397
C -3.93455 -0.22376 2.58639
C -2.24879 -3.07652 -2.69743
C 0.90045 -2.55242 -0.89835
C -2.45495 -0.49357 2.62095
C -4.08502 1.11705 -1.91193
C 1.71631 3.13411 -3.29635
C 0.52957 3.78522 1.39179
C 3.91623 1.72663 2.08478
C 4.48299 -0.48396 2.85119
C -2.08597 0.10373 -4.13477
C -0.75043 -3.22577 -2.48837
H -4.26524 0.28873 3.49047
H 4.17251 -1.48870 3.10489
H 2.57830 0.02227 -4.17386
H 1.79698 3.95999 -2.58834
H -0.59864 -6.54485 2.30514
H 0.55936 -1.20119 5.61013
H -4.49253 0.13304 -2.14098
H -0.90709 5.89564 -0.46246
H -2.60373 2.56420 1.59790
H -2.63008 -4.10204 -2.65321
H 1.78618 -2.71598 -1.51608
H 2.63148 3.12847 -3.89713
H -2.40665 -2.73221 -3.72497
H -3.02789 -0.31332 -4.50042
H -2.55587 -1.68663 4.36953
H -1.58163 0.57802 -4.97961
H 7.23479 1.48011 2.69294
H 2.98477 0.37708 -0.66438
H 1.30479 -0.86062 -3.32028
H 6.55478 -0.82331 3.26979
H 0.27235 4.67118 1.98117
H 0.79439 -2.74573 4.82168
H 3.96903 1.13762 -1.93280
H -1.62352 4.96219 -1.77627
H 0.88034 3.33717 -3.96919
H 5.54086 3.11542 1.93935
H -1.48090 3.46533 -3.85738
H 0.13000 5.05668 -1.61451
H -0.74334 -2.41117 5.66362
H -3.86424 -2.27433 -1.76448
H -2.63925 4.33653 1.60962
H -1.46745 -0.71733 -3.77843
H 0.65150 2.93691 2.06186
H -2.97805 3.80882 -2.97609
H -3.99956 1.19254 -0.82648
H 1.48822 3.97510 0.90508
H 2.08242 -5.04598 -0.68118
H -3.32302 3.44607 0.24559
H 3.16650 2.42812 1.74747
H -4.17637 0.38475 1.71835
H 0.88162 0.33492 -4.54103
H -4.79950 1.87367 -2.24599
H 3.22811 2.12019 -0.66527
H -3.03950 2.96598 -4.52228
H -2.52496 -2.30955 -0.81764
H -4.47774 -1.16834 2.52293
*
```

Löwdin population analysis, charges in e, atoms 1 to 4:
1. Sb 1.062
2. V 0.890
3. Cl 0.720
4. Cl 0.657

# 3
# C30H46CoN5O2S3Sb

A structure of composition C30H46CoN5O2S3Sb (ωB97M-V with the def2-TZVPD basis set, OMol25).

The value obtained for the molecular weight is 785.625 g mol⁻¹. The electronic energy comes out at -120068.28433 eV. As for the strongest force on any atom: 0.8 eV/Å.

```
! wB97M-V def2-TZVPD RIJCOSX def2/J DEFGRID3
* xyz 1 5
Sb -0.97631 1.67701 -1.26282
Co 1.71027 -0.66624 1.95372
S 3.79144 -0.47889 0.18845
S 3.35902 -3.63338 5.13327
S -1.38349 0.56183 5.44248
O 1.47554 -3.50429 1.09112
O -1.70334 -0.35271 0.31539
N 0.17875 -1.61158 0.84804
N 4.70785 -0.99848 -2.23082
N 0.20038 -0.21702 3.62265
N 3.54039 -2.70941 -1.26910
N 2.39499 -1.91241 3.54565
C 3.37163 -2.78005 3.64685
C 4.42065 -3.07110 2.62515
C 0.40030 -2.98467 0.85713
C -0.47813 1.11929 -4.24326
C 1.97204 -2.78453 5.64280
C -1.82322 -2.75366 0.34722
C -3.46432 -4.43329 0.04085
C -0.59649 0.30605 -2.95792
C -0.28628 -0.68015 5.83157
C 0.40874 3.44118 -1.54857
C -1.24273 1.67424 2.87867
C -3.13593 -3.07687 0.09101
C -1.13114 -1.43065 0.51143
C -1.17090 -5.06391 0.50645
C 0.48343 -0.95916 4.75185
C -1.76780 -0.66953 -3.04681
C -0.74793 0.64519 3.84246
C 1.59691 -1.90709 4.68484
C -3.17779 3.55963 -0.44706
C 0.39537 4.22403 -0.23966
C -3.06501 2.39512 -1.42948
C 4.01730 -1.46844 -1.17307
C -0.08951 4.28939 -2.71491
C -2.49695 -5.41132 0.23934
C 2.27685 1.30511 2.13959
C -3.33167 2.83984 -2.86287
C -3.99125 1.25357 -1.01409
C -0.86856 -3.72151 0.55703
C 1.78359 2.84100 -1.82024
C 0.70881 -0.42908 -2.65915
H -3.76612 0.89250 -0.00648
H -0.25278 -1.12760 6.81629
H 1.50681 -2.97230 6.60207
H -3.29978 2.00095 -3.56311
H -1.84922 1.20714 2.10593
H 1.83473 2.37340 -2.80863
H 3.36073 1.31246 2.31931
H -0.97293 4.87531 -2.44442
H 3.98199 -3.64873 1.81480
H -1.57830 -1.36988 -3.86826
H -0.60446 4.56500 0.03676
H 0.85913 -1.19390 -3.43390
H 4.99969 -1.59222 -2.98732
H -2.71011 -0.15788 -3.26255
H 0.69061 -0.92948 -1.69069
H 0.70529 4.99833 -2.98284
H 5.23602 -3.64510 3.06503
H -4.49077 -4.72725 -0.14323
H -4.21036 3.93140 -0.45605
H -1.39339 1.66628 -4.47870
H -2.63541 3.60801 -3.20661
H 0.35239 1.82720 -4.21050
H -5.02416 1.62418 -1.02235
H -0.40749 -5.81386 0.68564
H 1.02240 5.11769 -0.36404
H 2.99725 -3.07073 -0.49916
H 1.57166 0.24091 -2.67161
H 0.80638 3.64777 0.58967
H -0.38738 2.15093 2.38809
H 5.16311 -0.11306 -2.11876
H 4.80970 -2.14747 2.20642
H -4.34239 3.26693 -2.91098
H -3.88682 -2.30641 -0.05560
H 3.67120 -3.27272 -2.09219
H -1.89594 -1.25058 -2.13287
H -0.31963 3.70342 -3.60999
H -2.94640 3.25072 0.57617
H -1.83948 2.43129 3.39002
H -2.77800 -6.45706 0.19448
H -3.93632 0.40275 -1.69622
H 2.08025 2.10660 -1.07127
H 2.10355 1.85121 1.20779
H -2.52739 4.39378 -0.71725
H 1.79627 1.84998 2.96211
H 2.52561 3.65028 -1.79866
H -0.28521 0.42674 -5.07156
*
```

Löwdin population analysis, charges in e, atoms 1 to 4:
1. Sb 1.837
2. Co 0.543
3. S 0.691
4. S 1.117

# 4
# C30H46CuN3O5PS

A structure of composition C30H46CuN3O5PS in a non-equilibrium geometry (ωB97M-V with the def2-TZVPD basis set, OMol25).

The value obtained for the energy above the lowest of the compared OMol25 structures with the same formula, charge and spin is 0.0 kcal per mole. The value obtained for the molecular weight is 655.301 g mol⁻¹. The electronic energy comes out at -111329.11832 eV. As for the strongest force on any atom: 3.4 eV/Å.

```
! wB97M-V def2-TZVPD RIJCOSX def2/J DEFGRID3
* xyz 0 2
Cu 2.05137 1.65329 0.57666
S 1.23612 2.01006 3.18825
P 0.03639 -0.26907 -0.78881
O 1.00450 5.42317 0.08775
O 1.44216 3.23445 3.92167
O 2.40881 1.16480 2.91813
O 2.12562 3.53786 -0.00671
O 1.26794 -0.22141 0.04886
N 0.55013 2.25922 1.78727
N 4.09305 2.42165 -1.23812
N 3.52396 1.39701 -0.63505
C -1.46793 1.87349 -4.22265
C -1.79043 1.86347 -1.77978
C -2.29298 -1.92756 2.25252
C 2.05700 -2.30174 -3.91295
C -1.27397 -0.47837 6.20379
C 0.93500 -3.94782 -2.38468
C -0.34885 1.42573 -1.50318
C -3.32433 -2.34214 0.01112
C 0.15904 1.01033 4.23498
C -2.34042 1.33931 -3.10562
C -1.04538 -1.66537 1.33893
C 0.29072 -1.44174 -2.20954
C -3.61505 -2.05850 1.48211
C 1.18161 4.26834 0.38283
C -1.43568 -0.66066 0.23849
C 5.03433 0.67900 -2.16718
C 0.08606 -2.88933 -1.68302
C 0.18987 3.66135 1.41346
C 4.04081 0.34331 -1.16402
C -1.86993 0.58396 5.49318
C -2.69041 -1.07596 -0.56628
C 0.00999 1.46262 -4.05741
C 5.02992 2.02965 -2.12411
C 1.25872 -3.62658 -3.85658
C 0.53465 1.93862 -2.68033
C 1.72394 -1.35484 -2.74937
C 0.01781 -0.78071 5.86661
C 0.75995 -0.04668 4.92184
C -1.16857 1.26905 4.52986
C -1.96272 -1.15059 7.34758
H 0.39505 -2.90828 -0.61423
H -2.94564 0.77424 5.65412
H -3.38000 -0.22842 -0.53173
H -0.25164 -1.20649 1.90986
H 1.57230 1.60373 -2.56534
H -1.85233 1.55019 -5.19903
H 5.59936 0.01936 -2.74274
H -2.26798 -1.07039 2.99335
H -0.74141 -2.62085 0.88797
H -0.92758 -3.13431 -1.75707
H 0.42609 -4.93789 -2.35707
H 3.73533 -0.65035 -0.92435
H -1.57553 0.29021 0.73236
H -4.21636 -2.82999 1.94651
H -2.06666 -2.78681 2.89007
H -0.06361 1.94882 -0.60090
H 0.17214 0.38188 -4.02728
H 3.67560 3.33031 -1.01609
H -2.67654 -3.19245 -0.02477
H -2.44694 1.68968 -0.92922
H -1.70629 2.08908 4.00529
H 0.51432 1.96224 -4.94701
H -2.24553 -0.38612 8.07773
H 2.08774 -0.35857 -2.97457
H -1.54350 2.99570 -4.23895
H -2.41442 -1.22152 -1.59818
H -4.13550 -1.15398 1.63191
H 0.51065 -1.64534 6.37149
H 0.31537 4.26264 2.30589
H -2.38493 0.26987 -3.18622
H -0.44809 -1.28642 -2.95695
H 0.43280 3.00122 -2.57865
H 3.15865 -2.42358 -3.85492
H -0.88106 3.73479 1.02067
H -1.30484 -1.84573 7.90221
H 1.88580 -1.73760 -4.85949
H 1.80078 -0.29974 4.70287
H 2.33787 -1.68925 -1.88101
H -4.28159 -2.62455 -0.48685
H 0.40082 -3.53953 -4.53289
H -1.71587 2.92795 -1.81731
H 1.89366 -4.40736 -4.31170
H -2.84821 -1.65239 6.96156
H 5.52394 2.72223 -2.76778
H 1.82637 -4.06396 -1.81422
H -3.36544 1.73705 -3.30786
*
```

Löwdin population analysis, charges in e, atoms 1 to 4:
1. Cu 0.612
2. S 0.583
3. P 0.865
4. O 0.062

# 5
# C30H46MnO3P2

A structure of composition C30H46MnO3P2 in a non-equilibrium geometry (ωB97M-V with the def2-TZVPD basis set, OMol25).

The value obtained for the molecular weight is 571.581 g mol⁻¹. The electronic energy comes out at -87882.16762 eV. As for the strongest force on any atom: 6.1 eV/Å.

```
! wB97M-V def2-TZVPD RIJCOSX def2/J DEFGRID3
* xyz 1 5
Mn -0.30373 -0.68291 -2.69723
P -1.72614 -0.51282 -0.28865
P 1.88858 -0.24607 -0.21176
O 0.63494 1.77157 2.04369
O 1.80798 3.60483 3.15229
O -1.61332 1.78055 1.83270
C -0.61489 6.08226 4.24002
C 2.86620 -2.20322 2.04846
C 1.39682 -1.99829 1.97066
C -1.81736 5.47422 3.83176
C -0.53834 1.39012 -4.55511
C 2.57409 1.41521 -0.42168
C 1.23466 -0.42525 3.99706
C -2.05164 -3.33012 1.51944
C 1.32008 0.12940 -3.43719
C -1.78380 4.24240 3.17562
C 0.27463 -1.54779 -5.17405
C -0.04627 0.19152 -0.74070
C -0.57181 3.60497 2.91270
C -1.82594 -0.95805 3.53057
C -1.80718 -0.77752 -3.85424
C -1.25850 -1.69301 -4.91793
C -1.40097 0.57866 -3.59896
C 0.87358 -4.20637 0.70198
C -0.81278 -2.58273 1.81192
C 0.60901 5.46404 4.01481
C 0.96723 1.39646 -4.17293
C 1.02374 -1.24920 -3.89968
C 0.64170 4.21199 3.35603
C 3.28965 -1.12907 -1.11151
C -0.71865 -1.48792 2.72919
C 0.50249 -2.94799 1.40771
C 0.65159 -1.16566 2.86733
C -3.21397 0.59476 -0.71241
C -0.53349 2.28752 2.21561
C -1.59639 -2.11835 -1.32111
H -1.48590 -2.38416 -2.41114
H 1.41424 -1.15069 4.81103
H 1.03829 -5.06385 1.40085
H -1.77341 -1.50455 -5.87018
H -3.28501 1.29394 0.14362
H 2.09415 2.05977 0.31628
H -1.98113 1.17017 -2.90232
H -4.14169 -0.00825 -0.72232
H -0.67696 1.01262 -5.58346
H -1.43976 -2.76092 -4.69017
H 3.26007 -2.71333 1.16154
H -2.61769 -2.47380 -1.09043
H -0.85442 -2.73988 -0.79220
H 1.78804 -4.09301 0.11748
H -1.57152 -0.96387 4.59752
H -1.95056 -3.94153 0.62128
H 2.19170 0.04728 3.75918
H -2.71518 -1.57102 3.39196
H 1.77206 -1.96068 -3.57779
H -2.07430 0.06631 3.24264
H 0.65562 -2.51592 -5.54180
H -2.69835 3.75011 2.84853
H -0.63114 7.05334 4.74668
H -2.74847 -1.11355 -3.41313
H -0.04599 0.74764 -1.75467
H -0.13896 1.10846 -0.10225
H 2.29345 0.22941 -2.99404
H -2.77607 5.96633 4.02844
H 0.48654 -0.80114 -5.96056
H 0.54577 0.32567 4.38927
H 1.55892 5.90894 4.32894
H -2.34472 -4.01926 2.33500
H 3.07388 -2.86193 2.91134
H 4.09062 -1.43071 -0.40856
H 3.65504 1.43416 -0.21337
H 1.11056 2.26022 -3.49366
H 0.09665 -4.53295 0.01342
H -3.17356 1.19721 -1.63762
H -2.88128 -2.64140 1.35063
H 1.59659 1.58874 -5.07358
H 1.52632 2.71774 2.66015
H 3.74678 -0.53042 -1.92119
H 2.32843 1.76669 -1.42017
H 2.84902 -2.04174 -1.52676
H -0.91122 2.43035 -4.52963
H 3.42276 -1.27473 2.21077
*
```

Löwdin population analysis, charges in e, atoms 1 to 4:
1. Mn 0.463
2. P 1.018
3. P 1.041
4. O -0.082